{"formula": "FN2O3S", "method": "ωB97M-V/def2-TZVPD", "elements": ["N", "N", "O", "O", "O", "F", "S"], "xyz": [[-2.3959, -0.1932, -0.1660], [1.3977, 0.3683, -0.0140], [-3.2390, -0.5146, 0.6942], [1.5028, 0.9389, 1.0271], [1.5473, 0.7113, -1.1727], [2.0583, -1.1321, 0.1038], [-0.8712, -0.1785, -0.4723]], "forces_ev_per_angstrom": [[-2.791, -0.586, 1.136], [-0.910, -0.960, -0.845], [2.105, 0.560, -1.291], [0.761, 0.961, 0.745], [0.488, 0.665, 0.152], [0.289, -0.490, 0.206], [0.058, -0.150, -0.104]], "e_lumo_ev": [2.93, 3.36], "total_charge": -1, "multiplicity": 1, "de_lowest_kj_mol": 179.9, "homo_lumo_gap_ev": [6.23, 7.79]}



{"formula": "FNO2S", "method": "ωB97M-V/def2-TZVPD", "elements": ["N", "O", "O", "F", "S"], "xyz": [[1.6197, -0.1287, -0.5593], [-0.8878, 0.3920, 0.3378], [2.4151, -0.0394, 0.2644], [-3.0662, -0.8217, 0.1319], [-2.2357, 0.6018, -0.1462]], "forces_ev_per_angstrom": [[0.635, 0.025, 0.434], [-0.043, 0.133, 0.053], [-0.533, -0.050, -0.495], [0.649, 1.298, -0.285], [-0.707, -1.405, 0.293]], "e_lumo_ev": [0.34, -1.57], "multiplicity": 1, "de_lowest_kj_mol": 3.5, "homo_lumo_gap_ev": [10.00, 6.79]}



{"formula": "FNO3S2", "method": "ωB97M-V/def2-TZVPD", "elements": ["N", "O", "O", "O", "F", "S", "S"], "xyz": [[0.6726, -1.9411, 0.4751], [-0.0882, -0.1973, 2.3240], [-0.8912, -0.0051, 0.0067], [-0.7253, 1.8152, -1.6271], [1.2267, 0.6067, -0.7690], [0.0518, -0.7855, 1.0405], [-0.2463, 0.5070, -1.4502]], "forces_ev_per_angstrom": [[0.308, -0.192, 0.100], [-0.355, 0.808, 0.266], [-0.696, 0.919, 0.483], [-0.345, 0.845, -0.010], [-0.129, 0.438, -0.602], [0.257, -1.818, -0.303], [0.959, -1.000, 0.067]], "e_lumo_ev": -0.72, "multiplicity": 1, "de_lowest_kj_mol": 167.5, "homo_lumo_gap_ev": 10.45}



{"formula": "FeH37O19", "method": "ωB97M-V/def2-TZVPD", "elements": ["Fe", "O", "H", "O", "H", "H", "O", "H", "H", "O", "H", "H", "O", "H", "H", "O", "H", "H", "O", "H", "H", "O", "H", "H", "O", "H", "H", "O", "H", "H", "O", "H", "H", "O", "H", "H", "O", "H", "H", "O", "H", "H", "O", "H", "H", "O", "H", "H", "O", "H", "H", "O", "H", "H", "O", "H", "H"], "xyz": [[-0.2095, 0.3950, -0.0029], [0.0221, 2.2734, 0.1030], [-0.3043, 3.1766, 0.2825], [0.6864, 0.6814, 4.5025], [1.3509, 1.0720, 5.0700], [-0.1455, 1.0006, 4.8523], [-3.0082, 2.4455, 2.0263], [-3.0623, 3.3910, 2.1660], [-3.7941, 2.2320, 1.5233], [-1.2973, -3.1623, 2.4326], [-1.6511, -4.0504, 2.3850], [-0.6656, -3.1937, 3.1510], [2.3770, -2.4235, 1.2801], [2.4429, -3.2340, 0.7751], [3.1366, -2.4410, 1.8622], [-2.1540, 3.9059, -2.2213], [-2.1671, 3.0012, -2.5337], [-3.0216, 4.0409, -1.8403], [-2.0845, 0.5431, -0.7427], [-2.3111, 0.9753, -1.5661], [-2.8732, 0.0572, -0.5017], [3.2003, 0.6884, -1.4884], [3.5545, 1.4461, -1.0230], [3.8921, 0.4378, -2.1006], [-0.8232, 0.5361, 1.9033], [-1.4669, 1.2236, 2.0738], [-0.6240, 0.1743, 2.7668], [-0.3356, -1.5828, 0.0781], [-0.5999, -2.1339, 0.8147], [0.2992, -2.1136, -0.4032], [-0.9224, 1.7084, -3.6963], [-1.4518, 1.0994, -4.2112], [-0.8606, 2.4927, -4.2414], [2.1404, 4.0882, 0.3222], [1.9745, 4.5905, 1.1199], [1.4266, 3.4514, 0.2868], [3.8684, 1.4215, 1.2579], [4.3202, 1.2736, 2.0887], [3.7790, 2.3727, 1.1993], [0.5352, -5.0521, -0.3700], [1.0244, -4.3388, -0.7800], [1.1399, -5.7940, -0.3788], [-1.4492, -1.7148, -2.8191], [-1.8420, -2.5870, -2.8543], [-1.6681, -1.3188, -3.6626], [1.5639, -2.6606, -1.5815], [2.3717, -3.1737, -1.5604], [1.1413, -2.9121, -2.4028], [1.5804, -0.0618, 0.9471], [1.8832, -0.9254, 1.2279], [2.2980, 0.5296, 1.1742], [0.5897, 0.3146, -1.8174], [1.5259, 0.1468, -1.9257], [0.3244, 0.7325, -2.6366], [-4.3186, -0.7070, -0.1603], [-4.3769, -1.2625, 0.6170], [-4.9607, -1.0752, -0.7672]], "forces_ev_per_angstrom": [[1.257, 2.898, 0.584], [-0.093, -0.391, -0.181], [-0.361, -1.052, -0.264], [-0.207, -0.254, -0.441], [0.235, 0.071, 0.170], [-0.188, 0.165, 0.360], [0.356, -0.301, 0.024], [0.066, 0.319, 0.159], [-0.262, -0.156, -0.116], [0.081, 0.530, -0.395], [-0.142, -0.327, -0.124], [0.209, -0.007, 0.280], [0.231, -0.499, 0.300], [-0.182, -0.254, -0.067], [0.333, -0.093, 0.334], [0.095, 0.026, 0.169], [0.178, -0.186, -0.171], [-0.279, 0.280, 0.052], [0.447, 0.641, -0.284], [0.364, 0.342, -0.261], [-1.025, -1.036, 0.453], [-0.077, -0.432, -0.430], [-0.005, 0.261, 0.285], [0.286, -0.064, -0.199], [-0.865, -0.502, 0.639], [-0.779, 0.926, -0.168], [0.713, -0.452, 0.178], [-0.685, -0.494, -0.023], [-0.577, -0.431, 1.046], [0.682, -0.193, -0.792], [-0.154, -0.466, 0.453], [-0.143, -0.149, -0.360], [0.224, 0.512, -0.196], [0.702, 0.111, 0.090], [0.078, 0.323, 0.183], [-0.221, -0.624, -0.210], [-0.176, -0.343, 0.002], [0.314, -0.064, 0.238], [-0.241, 0.702, -0.109], [-0.093, 0.078, 0.296], [-0.120, 0.193, -0.202], [0.020, -0.464, 0.040], [0.247, 0.181, 0.204], [-0.227, -0.326, -0.014], [-0.043, -0.086, -0.326], [-0.033, 0.014, 0.237], [0.580, 0.100, -0.138], [-0.341, 0.071, -0.529], [-0.808, 0.842, -0.296], [-0.154, -1.013, -0.329], [0.700, 1.117, -0.100], [-0.250, -0.777, -0.331], [1.239, 0.089, 0.537], [-0.761, 0.702, -0.393], [0.071, 0.131, 0.088], [0.011, -0.161, 0.372], [-0.227, -0.032, -0.319]], "e_lumo_ev": [-5.08, -6.67], "total_charge": 2, "multiplicity": 6, "homo_lumo_gap_ev": [10.65, 8.83]}



{"formula": "H10IO5", "method": "ωB97M-V/def2-TZVPD", "elements": ["I", "O", "H", "H", "O", "H", "H", "O", "H", "H", "O", "H", "H", "O", "H", "H"], "xyz": [[0.2063, 0.0290, 0.0162], [-1.6671, 1.8807, 0.0148], [-2.1514, 1.3368, 0.6768], [-1.9758, 1.6585, -0.8999], [-1.2691, -2.9857, 2.1217], [-0.6084, -3.2242, 2.7721], [-0.8326, -2.3540, 1.4914], [-2.6659, -0.0356, 2.2997], [-2.0917, -0.3051, 3.0306], [-3.5417, -0.3964, 2.4305], [3.0369, 2.5998, -2.6746], [2.2414, 2.5638, -2.1999], [3.0254, 1.8069, -3.2206], [3.0822, -0.5687, -1.9120], [3.1035, -1.5395, -1.9483], [2.1080, -0.4664, -1.9985]], "forces_ev_per_angstrom": [[1.630, -1.932, -0.105], [-2.348, 1.591, -0.526], [0.381, 0.170, -0.914], [0.282, -0.089, 1.565], [0.047, 0.501, -0.626], [0.295, 0.102, -0.065], [-0.305, -0.419, 0.627], [0.187, 0.566, -0.018], [-0.307, -0.165, -0.388], [-0.004, -0.303, 0.287], [1.682, 0.248, -1.387], [-1.772, -0.190, 1.275], [0.109, -0.100, 0.234], [-0.711, -0.809, -0.802], [0.407, 0.329, 0.173], [0.427, 0.500, 0.669]], "e_lumo_ev": 3.14, "total_charge": -1, "multiplicity": 1, "de_lowest_kj_mol": 200.3, "homo_lumo_gap_ev": 5.99}



{"formula": "H10KrO5", "method": "ωB97M-V/def2-TZVPD", "elements": ["Kr", "O", "H", "H", "O", "H", "H", "O", "H", "H", "O", "H", "H", "O", "H", "H"], "xyz": [[-0.6385, 0.1513, 1.2385], [-1.3961, 2.3441, -0.8693], [-0.8095, 1.5876, -0.8639], [-0.8917, 3.0418, -0.4510], [0.8737, -2.0723, -1.5855], [0.2581, -1.4073, -1.8941], [0.6665, -2.1787, -0.6571], [-2.2368, 2.2306, 2.9626], [-1.6022, 2.7151, 2.4346], [-2.8486, 1.8629, 2.3249], [1.2558, 0.9254, -1.7006], [1.8954, 0.2556, -1.4589], [0.8282, 0.5777, -2.4832], [1.1963, -3.3349, 1.1696], [1.5189, -3.9618, 0.5221], [1.9304, -2.7371, 1.3113]], "forces_ev_per_angstrom": [[0.203, -0.454, 0.143], [-0.538, 0.176, -0.104], [0.371, -0.083, -0.104], [0.192, 0.183, -0.027], [0.322, -0.014, -0.363], [-0.245, 0.021, -0.030], [-0.139, -0.190, 0.554], [-0.069, 0.099, 0.407], [0.112, 0.136, -0.124], [-0.185, -0.061, -0.190], [-0.251, 0.380, 0.188], [0.175, -0.320, 0.079], [0.027, 0.071, -0.353], [-0.335, 0.206, -0.056], [0.100, -0.300, -0.182], [0.260, 0.151, 0.161]], "e_lumo_ev": 0.32, "multiplicity": 1, "de_lowest_kj_mol": 3.0, "homo_lumo_gap_ev": 11.67}



Question: Which of these has the highest multiplicity?
Answer: FeH37O19



Question: Which formula does entry 3 have?
Answer: FNO3S2



Question: Look up the multiplicity of the third one.
Answer: 1



Question: Among the records above, which one has the highest multiplicity?
Answer: FeH37O19